Entry w
ORCA calculation (ωB97M-V with the def2-TZVPD basis set) on a cluster of 2 separate species, CH3OPS in total.

Cartesian coordinates (Å):
O1 0.14 0.06 0.19
C1 1.28 -0.08 -0.04
P1 2.88 -0.14 -0.37
H1 3.13 -1.42 0.06
S1 -2.89 0.39 -0.39
H2 -3.02 0.82 0.83
H3 -1.52 0.37 -0.27

Values from the calculation:
SMILES string	O=C=P.S
multiplicity	1
LUMO level	-0.287	eV
HOMO-LUMO gap	9.0	eV

Entry x
ORCA calculation (ωB97M-V with the def2-TZVPD basis set) on a cluster of 2 separate species, CH3OPS in total.

Cartesian coordinates (Å):
C1 -0.88 -1.52 1.15
O1 1.39 0.97 -1.07
P1 -0.16 1.34 -0.68
S1 -2.24 -2.27 0.89
H1 0.15 -2.01 1.51
H2 1.52 1.04 -1.96
H3 0.22 2.46 0.16

Values from the calculation:
multiplicity	1
LUMO level (alpha / beta)	-0.633 / -0.604	eV
HOMO-LUMO gap (alpha / beta)	7.5 / 7.5	eV

Entry y
ORCA calculation (ωB97M-V with the def2-TZVPD basis set) on a cluster of 2 separate species, CH3OPS in total.

Cartesian coordinates (Å):
C1 2.22 0.09 1.26
O1 -1.81 0.15 -1.45
P1 -1.97 0.45 0.13
S1 1.08 0.41 0.19
H1 3.25 0.17 0.95
H2 -1.08 -0.41 -1.71
H3 -1.70 -0.85 0.63

Values from the calculation:
multiplicity	1
LUMO level (alpha / beta)	-1.147 / -0.694	eV
HOMO-LUMO gap (alpha / beta)	6.4 / 7.9	eV

Entry z
ORCA calculation (ωB97M-V with the def2-TZVPD basis set) on a cluster of 2 separate species, CH3OPS in total.

Cartesian coordinates (Å):
C1 0.94 -0.29 0.37
O1 -2.70 -0.10 -0.38
P1 -2.23 0.98 -1.24
S1 0.83 1.43 -0.12
H1 1.90 -0.44 0.79
H2 0.94 -0.93 -0.60
H3 0.33 -0.65 1.18

Values from the calculation:
multiplicity	1
LUMO level (alpha / beta)	-2.093 / -2.093	eV
HOMO-LUMO gap (alpha / beta)	6.0 / 6.0	eV

Result of the stability comparison: entry x is the least stable of them.